# 1
The following is a DFT calculation (ωB97M-V/def2-TZVPD) of a structure of composition C53H42InN4O4S4 at a distorted geometry.

Output
Kohn-Sham gap = 6.21 eV
charge = +1
calculated total energy = -118291.422 eV
ΔE to the lowest compared entry with this formula, charge and spin = 0.0 kcal per mole

Last column: Mulliken charge in e.
Element x y z (Å)
In 18.97 13.15 9.16  1.50
N 20.02 12.87 10.96  -0.83
S 19.62 13.48 12.28  1.37
N 19.98 15.07 12.64  0.29
S 20.05 16.50 12.08  0.99
N 20.20 16.91 10.57  0.21
S 20.11 16.37 9.08  1.75
N 19.81 14.94 8.60  -0.71
C 19.06 17.55 8.32  0.04
C 18.62 18.64 9.01  0.01
C 17.65 19.42 8.44  -0.84
C 17.22 19.18 7.12  -0.69
C 17.89 18.23 6.38  -0.71
C 18.81 17.39 6.97  -0.59
C 21.76 16.75 8.57  0.28
C 22.04 18.10 8.41  -0.63
C 23.34 18.49 8.07  -0.66
C 24.33 17.52 7.76  -0.67
C 23.93 16.18 7.72  -0.64
C 22.65 15.81 8.19  -0.19
C 18.55 17.30 12.57  0.28
C 18.54 17.93 13.80  -0.38
C 17.31 18.40 14.37  -0.91
C 16.17 18.33 13.62  -0.66
C 16.20 17.64 12.38  -0.95
C 17.39 17.09 11.87  0.09
C 21.51 17.16 12.92  -0.24
C 22.00 16.69 14.10  -0.05
C 23.15 17.26 14.69  -0.88
C 23.68 18.41 14.10  -0.65
C 23.24 18.85 12.86  -0.79
C 22.13 18.22 12.23  -0.25
C 20.74 12.70 13.47  0.25
C 22.05 12.49 13.09  -0.47
C 22.97 12.08 14.05  -0.51
C 22.63 11.93 15.37  -0.63
C 21.29 12.11 15.73  -0.81
C 20.38 12.46 14.81  -0.20
C 17.93 13.14 12.65  0.28
C 17.33 11.99 12.22  -0.39
C 15.98 11.86 12.45  -0.73
C 15.24 12.86 13.12  -0.54
C 15.93 13.91 13.65  -1.06
C 17.34 13.93 13.58  -0.27
H 18.99 18.80 10.00  0.60
H 17.32 20.29 8.98  0.49
H 16.37 19.68 6.67  0.45
H 17.72 18.03 5.32  0.46
H 19.29 16.50 6.56  0.49
H 21.26 18.86 8.47  0.37
H 23.63 19.58 8.04  0.37
H 25.34 17.81 7.59  0.45
H 24.55 15.35 7.37  0.48
H 22.29 14.77 8.20  0.21
H 19.45 18.20 14.31  0.46
H 17.25 18.84 15.35  0.47
H 15.22 18.76 13.92  0.45
H 15.36 17.67 11.73  0.52
H 17.27 16.54 10.93  0.58
H 21.42 15.92 14.55  0.60
H 23.58 16.74 15.49  0.51
H 24.48 18.94 14.59  0.42
H 23.69 19.65 12.34  0.53
H 21.73 18.56 11.24  0.16
H 22.37 12.62 12.03  0.33
H 24.02 11.93 13.74  0.40
H 23.46 11.80 16.07  0.38
H 21.00 11.93 16.74  0.48
H 19.33 12.58 15.13  0.27
H 17.90 11.27 11.67  0.72
H 15.35 11.04 12.06  0.37
H 14.18 12.68 13.19  0.48
H 15.27 14.69 14.07  0.39
H 18.00 14.50 14.19  0.66
O 24.36 11.02 9.22  -0.74
C 23.65 10.14 8.62  0.19
C 24.16 8.86 8.36  -0.67
C 23.33 7.92 7.77  -0.50
C 22.04 8.25 7.38  -0.56
C 21.49 9.49 7.56  -0.62
C 22.30 10.42 8.18  0.40
C 21.73 11.76 8.54  1.34
O 22.53 12.67 9.01  -0.63
O 20.48 11.92 8.32  -0.94
H 23.76 11.92 9.17  0.37
H 25.17 8.64 8.62  0.48
H 23.72 6.91 7.62  0.37
H 21.42 7.51 6.86  0.35
H 20.44 9.60 7.31  0.47
C 8.10 13.51 9.94  -1.01
C 9.59 13.15 9.67  0.69
O 10.39 12.83 10.53  -0.54
S 9.98 13.36 7.97  -0.22
C 11.66 13.00 8.07  0.36
C 12.13 11.77 8.56  -0.50
C 13.53 11.53 8.60  -0.56
C 14.47 12.52 8.34  0.58
C 13.96 13.77 7.78  -0.58
C 12.63 14.00 7.65  -0.56
C 15.89 12.24 8.42  0.43
C 17.09 12.42 8.42  -1.51
H 7.64 12.74 10.58  0.30
H 7.44 13.65 9.04  0.35
H 8.28 14.42 10.53  0.29
H 11.38 11.05 8.89  0.41
H 13.91 10.53 8.81  0.46
H 14.65 14.56 7.48  0.53
H 12.28 14.95 7.34  0.42

---

# 2
The following is a DFT calculation (ωB97M-V/def2-TZVPD) of a structure of composition C53H43BrCoN2O5S2 at a distorted geometry.

Output
Kohn-Sham gap (alpha / beta) = 7.11 / 4.14 eV
charge = +3
calculated total energy = -198191.423 eV
ΔE to the lowest compared entry with this formula, charge and spin = 0.0 kcal per mole
multiplicity = 5

Last column: Mulliken spin population.
Element x y z (Å)
Co -1.02 -0.33 1.21  2.53
O -2.12 -2.76 6.68  0.00
C -1.76 -2.12 5.57  0.00
C -1.01 -0.93 5.61  0.00
C -0.65 -0.39 4.39  0.01
N -1.08 -0.88 3.20  0.05
C -1.78 -2.03 3.25  0.02
Br -2.32 -2.66 1.53  0.03
C -2.17 -2.71 4.37  0.01
H -1.86 -2.31 7.47  0.00
H -0.68 -0.50 6.53  0.00
H -0.05 0.52 4.31  0.00
H -2.72 -3.61 4.38  0.00
C 1.74 1.51 -6.36  0.00
C 1.04 0.86 -5.20  0.00
C 1.23 1.31 -3.91  0.00
C 0.49 0.76 -2.88  0.02
C -0.28 -0.36 -3.10  0.03
C -0.49 -0.85 -4.38  0.00
C 0.18 -0.21 -5.42  0.00
S -1.00 -1.07 -1.60  -0.01
O -2.43 -1.31 -1.76  0.01
C -0.17 -2.67 -1.61  0.02
C -0.93 -3.83 -1.80  0.17
C -0.34 -5.08 -1.76  0.11
C 1.04 -5.19 -1.48  -0.07
C 1.66 -6.46 -1.35  0.24
C 2.98 -6.61 -1.01  0.04
C 3.74 -5.42 -0.97  0.06
C 3.19 -4.17 -1.14  0.14
C 1.83 -4.00 -1.38  0.05
C 1.22 -2.73 -1.49  0.10
C 2.12 -1.56 -1.52  0.03
C 2.92 -1.42 -2.67  -0.01
C 2.70 -2.18 -3.86  0.03
C 3.54 -2.01 -4.92  0.00
C 4.53 -0.98 -4.90  0.00
C 4.67 -0.16 -3.82  0.00
C 3.86 -0.37 -2.67  0.01
C 4.07 0.41 -1.52  0.00
C 3.26 0.26 -0.45  0.02
C 2.26 -0.72 -0.44  0.00
S 1.28 -0.96 1.04  0.06
O 1.53 -2.30 1.63  0.01
C 1.90 0.29 2.20  -0.02
C 2.84 0.02 3.21  0.00
C 3.14 1.03 4.12  0.00
C 2.60 2.29 3.99  0.00
C 2.83 3.36 4.97  0.00
C 1.68 2.53 2.94  0.00
C 1.34 1.54 2.06  0.03
H 2.18 2.46 -6.06  0.00
H 1.03 1.67 -7.17  0.00
H 2.51 0.85 -6.78  0.00
H 1.80 2.21 -3.72  0.00
H 0.59 1.18 -1.87  0.00
H -1.19 -1.67 -4.57  0.00
H 0.00 -0.60 -6.41  0.00
H -2.00 -3.71 -1.99  0.00
H -0.95 -5.96 -1.88  0.00
H 1.08 -7.35 -1.51  0.00
H 3.41 -7.58 -0.87  0.00
H 4.81 -5.44 -0.77  0.00
H 3.81 -3.27 -1.09  0.05
H 1.86 -2.87 -3.94  0.00
H 3.38 -2.61 -5.82  0.00
H 5.16 -0.81 -5.79  0.00
H 5.40 0.65 -3.86  0.00
H 4.86 1.13 -1.57  0.00
H 3.40 0.86 0.43  0.00
H 3.28 -0.98 3.33  0.00
H 3.88 0.76 4.90  0.00
H 2.85 2.99 5.99  0.00
H 2.10 4.17 4.86  0.00
H 3.80 3.85 4.84  0.00
H 1.24 3.52 2.83  0.00
H 0.61 1.76 1.29  -0.03
C -4.18 5.27 0.66  0.00
O -4.32 3.88 1.05  0.00
C -3.59 3.50 2.13  0.00
C -2.63 4.28 2.78  0.00
C -2.07 3.80 3.95  0.00
C -2.44 2.56 4.48  0.00
C -3.37 1.79 3.85  0.00
C -3.91 2.28 2.67  0.01
N -4.91 1.48 2.03  0.01
C -5.07 1.14 0.77  0.01
C -4.23 1.37 -0.35  0.00
C -4.89 1.53 -1.59  0.00
C -4.20 2.01 -2.66  0.01
C -2.82 2.33 -2.55  -0.01
C -2.15 2.12 -1.36  0.01
C -2.82 1.52 -0.29  0.04
O -2.14 1.10 0.78  0.19
H -4.92 5.48 -0.11  0.00
H -3.19 5.46 0.29  0.00
H -4.36 5.91 1.52  0.00
H -2.36 5.28 2.45  0.00
H -1.36 4.39 4.50  0.00
H -2.05 2.23 5.44  0.00
H -3.65 0.81 4.22  0.00
H -5.71 1.25 2.62  0.00
H -6.03 0.68 0.60  0.00
H -5.97 1.31 -1.68  0.00
H -4.68 2.18 -3.62  0.00
H -2.35 2.77 -3.41  0.00
H -1.09 2.33 -1.25  0.00